# C35H62F6O15

A cluster of 5 separate species, C35H62F6O15 in total (wB97M-V/def2-TZVPD, the Open Molecules 2025 dataset).

SMILES string: O=C1O[C@@H](F)[C@@H](C(F)(F)c2cccc(C(F)(F)F)c2)O1.COCCOCCOC.COCCOCCOC.COCCOCCOC.COCCOCCOC
HOMO: -0.3282 Eh
molar mass: 836.854 g/mol
gap between HOMO and LUMO: 7.906 eV
LUMO: -1.024 eV

Geometry (Å):
O -0.50 -0.70 -5.95
C -0.74 -0.14 -4.75
O 0.10 -0.19 -3.52
C -0.27 1.11 -2.88
F 0.26 2.07 -3.92
C -1.90 0.95 -3.04
C -2.88 2.24 -2.83
F -3.24 2.51 -1.40
F -2.36 3.48 -3.47
C -4.32 1.85 -3.59
C -5.09 2.85 -4.65
C -6.51 2.26 -5.31
C -7.08 0.73 -4.95
C -6.26 -0.25 -3.93
C -6.70 -1.80 -3.53
F -7.88 -2.28 -4.33
F -5.56 -2.70 -3.94
F -6.89 -1.98 -2.05
C -4.89 0.32 -3.23
O -1.94 0.70 -4.50
H 0.05 1.28 -1.77
H -2.14 -0.04 -2.46
H -4.65 3.90 -4.90
H -7.08 3.00 -6.04
H -8.08 0.38 -5.45
H -4.31 -0.37 -2.45
C 0.32 4.59 -0.09
O 1.15 3.57 0.45
C 2.53 3.76 0.16
C 3.40 3.32 1.35
O 3.37 4.22 2.47
C 2.13 4.31 3.19
C 1.78 3.04 3.99
O 1.36 2.00 3.12
C 1.80 0.72 3.53
H 0.24 4.47 -1.17
H -0.67 4.51 0.37
H 0.72 5.59 0.15
H 2.75 4.80 -0.08
H 2.77 3.14 -0.71
H 4.44 3.30 1.02
H 3.17 2.30 1.67
H 1.32 4.61 2.54
H 2.27 5.12 3.91
H 0.95 3.26 4.67
H 2.65 2.74 4.58
H 2.88 0.72 3.74
H 1.63 0.02 2.71
H 1.25 0.38 4.41
C 0.13 7.63 2.74
O -0.42 8.60 1.86
C -1.19 9.60 2.52
C -1.00 10.96 1.86
O 0.27 11.57 2.12
C 1.42 10.95 1.53
C 1.49 11.07 0.01
O 0.53 10.21 -0.61
C -0.06 10.78 -1.77
H -0.66 6.96 3.10
H 0.87 7.06 2.20
H 0.62 8.11 3.59
H -0.92 9.67 3.59
H -2.25 9.30 2.45
H -1.74 11.65 2.28
H -1.20 10.93 0.79
H 1.51 9.91 1.87
H 2.28 11.47 1.95
H 2.48 10.76 -0.34
H 1.33 12.11 -0.27
H -0.43 11.80 -1.56
H -0.92 10.17 -2.04
H 0.65 10.80 -2.59
C 2.53 -7.26 4.23
O 1.98 -6.30 3.35
C 1.21 -5.30 4.01
C 1.40 -3.93 3.35
O 2.67 -3.32 3.61
C 3.82 -3.95 3.02
C 3.89 -3.83 1.49
O 2.93 -4.68 0.88
C 2.34 -4.11 -0.28
H 1.74 -7.93 4.58
H 3.27 -7.84 3.68
H 3.02 -6.78 5.08
H 1.48 -5.23 5.07
H 0.15 -5.60 3.94
H 0.66 -3.25 3.77
H 1.20 -3.97 2.27
H 3.91 -4.99 3.35
H 4.68 -3.42 3.44
H 4.88 -4.14 1.15
H 3.73 -2.78 1.21
H 1.97 -3.10 -0.07
H 1.48 -4.73 -0.56
H 3.05 -4.10 -1.10
C -2.82 -10.23 -2.39
O -1.78 -10.08 -1.43
C -0.92 -11.21 -1.34
C 0.53 -10.78 -1.10
O 1.17 -10.20 -2.24
C 0.69 -8.92 -2.67
C 1.01 -7.77 -1.71
O 0.18 -7.84 -0.55
C 0.86 -7.47 0.64
H -3.57 -10.93 -2.02
H -3.27 -9.26 -2.56
H -2.42 -10.59 -3.35
H -0.97 -11.82 -2.26
H -1.27 -11.82 -0.50
H 1.11 -11.67 -0.86
H 0.61 -10.12 -0.23
H -0.37 -8.97 -2.92
H 1.21 -8.72 -3.62
H 0.80 -6.82 -2.20
H 2.07 -7.81 -1.45
H 1.81 -8.00 0.73
H 0.23 -7.76 1.49
H 1.01 -6.39 0.66

---

# C35H62N3O18P

A cluster of 6 separate species, C35H62N3O18P in total (wB97M-V/def2-TZVPD, the Open Molecules 2025 dataset).

SMILES string: CCOCc1ccc2nc([C@H](C)CC)cnc2c1P(=N)(O)O.CCOC(=O)OC.CCOC(=O)OC.CCOC(=O)OC.CCOC(=O)OC.CCOC(=O)OC
HOMO: -0.3032 Eh
molar mass: 843.858 g/mol
gap between HOMO and LUMO: 7.884 eV
LUMO: -0.368 eV

Geometry (Å):
C 10.87 2.07 -0.52
C 10.49 1.72 -1.96
O 10.66 0.32 -2.16
C 9.97 -0.12 -3.31
C 8.47 -0.13 -3.13
C 7.76 0.64 -4.08
C 6.40 0.76 -3.99
C 5.66 0.14 -2.96
N 4.31 0.33 -2.93
C 3.69 -0.26 -1.95
C 2.19 -0.12 -1.86
C 1.85 0.80 -0.69
C 1.57 -1.52 -1.71
C 0.07 -1.55 -1.96
C 4.39 -1.00 -0.95
N 5.67 -1.18 -0.97
C 6.36 -0.62 -2.02
C 7.78 -0.80 -2.11
P 8.60 -1.87 -0.88
N 7.74 -3.09 -0.44
O 9.01 -0.85 0.27
O 9.98 -2.40 -1.49
H 10.15 2.79 -0.12
H 11.85 2.54 -0.49
H 10.84 1.19 0.11
H 9.46 2.03 -2.13
H 11.16 2.24 -2.63
H 10.33 -1.12 -3.52
H 10.25 0.49 -4.17
H 8.28 1.16 -4.86
H 5.86 1.35 -4.72
H 1.84 0.32 -2.78
H 0.77 0.91 -0.55
H 2.30 0.47 0.24
H 2.23 1.79 -0.91
H 2.04 -2.15 -2.47
H 1.81 -1.98 -0.76
H -0.17 -1.13 -2.94
H -0.26 -2.58 -1.99
H -0.50 -1.04 -1.19
H 3.85 -1.43 -0.13
H 7.50 -3.06 0.54
H 9.27 -1.36 1.05
H 9.84 -2.86 -2.33
C -2.29 -4.74 4.00
C -1.87 -3.44 3.34
O -0.49 -3.46 2.97
C -0.21 -4.13 1.85
O -1.01 -4.68 1.13
O 1.11 -4.07 1.65
C 1.56 -4.79 0.50
H -1.64 -4.97 4.84
H -3.32 -4.66 4.36
H -2.24 -5.57 3.30
H -1.98 -2.62 4.05
H -2.49 -3.22 2.48
H 1.00 -4.50 -0.39
H 1.46 -5.87 0.66
H 2.61 -4.55 0.37
C -6.65 -0.05 8.02
C -5.17 -0.30 7.89
O -4.86 -1.07 6.72
C -4.86 -0.39 5.58
O -5.06 0.79 5.45
O -4.58 -1.24 4.59
C -4.59 -0.66 3.28
H -7.20 -0.99 7.99
H -6.87 0.45 8.97
H -7.02 0.58 7.21
H -4.81 -0.89 8.73
H -4.60 0.63 7.88
H -3.95 0.22 3.24
H -5.61 -0.39 3.00
H -4.22 -1.41 2.60
C 10.23 8.00 -1.44
C 9.28 7.60 -2.56
O 9.05 6.18 -2.57
C 8.18 5.74 -1.65
O 7.58 6.41 -0.87
O 8.10 4.41 -1.78
C 7.24 3.79 -0.82
H 11.15 7.43 -1.50
H 10.46 9.06 -1.52
H 9.78 7.81 -0.47
H 9.72 7.82 -3.53
H 8.33 8.13 -2.49
H 6.25 4.24 -0.82
H 7.68 3.84 0.17
H 7.15 2.74 -1.12
C -7.76 -2.33 -2.98
C -7.52 -2.61 -1.52
O -6.72 -1.59 -0.90
C -7.37 -0.47 -0.59
O -8.54 -0.26 -0.75
O -6.49 0.38 -0.06
C -7.03 1.66 0.27
H -6.81 -2.17 -3.50
H -8.28 -3.16 -3.45
H -8.36 -1.43 -3.11
H -6.95 -3.53 -1.40
H -8.46 -2.73 -0.97
H -7.92 1.56 0.89
H -7.28 2.21 -0.64
H -6.26 2.19 0.82
C -11.27 -0.70 0.38
C -12.62 -1.36 0.56
O -13.69 -0.40 0.54
C -14.05 0.03 -0.67
O -13.59 -0.33 -1.72
O -15.03 0.93 -0.51
C -15.48 1.52 -1.73
H -11.13 0.09 1.13
H -10.47 -1.43 0.50
H -11.17 -0.24 -0.60
H -12.68 -1.84 1.53
H -12.79 -2.12 -0.20
H -15.75 0.76 -2.46
H -14.71 2.17 -2.14
H -16.35 2.11 -1.48